*P*
Formula: C2H14NO5
Source: the Open Molecules 2025 dataset
Level of theory: ωB97M-V/def2-TZVPD

Its HOMO-LUMO gap is 6.82 eV. The multiplicity is 1. The net charge is -1. The LUMO energy comes out at 3.21 eV.

Structure (XYZ):
```
22
C2H14NO5 ωB97M-V/def2-TZVPD
C -2.5379 -2.1285 -0.6521
N -1.4676 -1.9093 0.4001
C -1.9448 -0.6403 1.2601
O -1.0086 0.2271 1.5375
H -3.3786 -1.4985 -0.2785
H -2.5711 -3.1714 -0.8227
H -2.0440 -1.6453 -1.5671
H -1.6001 -2.7288 1.0194
H -2.3675 -1.2533 2.0950
H -2.7515 -0.2127 0.7260
H -0.8193 2.7765 2.6926
H -1.6700 1.7734 1.7443
O -1.4762 2.7350 2.0481
H 3.2056 2.3452 -1.4641
H 1.8037 1.5710 -1.3497
O 2.5793 1.7307 -1.9845
H 4.7136 0.1599 -4.2044
H 3.6618 0.1958 -3.0349
O 3.8093 -0.0342 -4.0343
H 1.9645 1.2180 2.4899
H 1.5935 -0.1249 1.5891
O 2.3057 0.6147 1.7901
```

=====

*Q*
Formula: C2H14NO5
Source: the Open Molecules 2025 dataset
Level of theory: ωB97M-V/def2-TZVPD

Its HOMO-LUMO gap is 8.72 eV. The multiplicity is 1. The net charge is -1. The LUMO energy comes out at 3.53 eV.

Structure (XYZ):
```
22
C2H14NO5 ωB97M-V/def2-TZVPD
C -0.1302 -1.4423 0.8203
O 1.2467 -1.9520 0.5156
C -0.8417 -1.3088 -0.5416
N -2.2128 -0.8433 -0.3040
H -0.1693 -0.4825 1.3085
H -0.5758 -2.1545 1.4933
H -0.8701 -2.2150 -1.1306
H -0.2883 -0.5451 -1.0941
H -2.7908 -1.7560 -0.2670
H -2.6990 -0.4051 -1.1126
H 0.7313 2.3913 -0.1627
H 1.0498 1.2292 0.6556
O 0.4524 1.9931 0.6766
H -2.4115 0.7800 1.1814
H -1.2940 1.7123 1.6643
O -2.2414 1.4641 1.8505
H 1.4792 0.9779 -2.8349
H 2.1895 1.1701 -1.4677
O 2.0235 1.6973 -2.3087
H 3.2599 0.2133 0.3514
H 1.7507 -1.0120 0.4384
O 2.3418 0.4880 0.2679
```

=====

The data favor *Q*; the next most stable structure lies 2.142 eV above it.

=====

*P*
Formula: C7H12O3
Source: the Open Molecules 2025 dataset
Level of theory: ωB97M-V/def2-TZVPD

Its HOMO-LUMO gap is 10.49 eV. The multiplicity is 1. As for the SMILES: CC1(C)[C@@H]2OC(=O)C[C@@H]21.O. The net charge is 0. The LUMO energy comes out at 0.72 eV.

Structure (XYZ):
```
22
C7H12O3 ωB97M-V/def2-TZVPD
C -1.0702 -1.7797 -0.7026
C -1.0615 -0.4682 0.0508
C -2.4381 0.0011 0.4778
C -0.0846 0.6270 -0.2858
O 1.0522 0.2232 -1.1443
C 1.9461 -0.4784 -0.4363
O 3.1239 -0.3398 -0.6990
C 1.3695 -0.8646 0.9155
C 0.0593 -0.1197 1.0153
H -0.0806 -2.0893 -1.0598
H -1.4511 -2.5821 -0.0543
H -1.7331 -1.7036 -1.5761
H -2.8953 -0.7322 1.1583
H -2.3935 0.9660 1.0021
H -3.0953 0.1185 -0.3958
H -0.4502 1.6433 -0.4331
H 2.0623 -0.5653 1.7128
H 1.2961 -1.9599 0.9594
H -0.1991 0.3564 1.9614
O 1.6409 3.1282 -0.7200
H 2.5300 2.7329 -0.4824
H 1.8724 3.8863 -1.2640
```

=====

*Q*
Formula: C7H12O3
Source: the Open Molecules 2025 dataset
Level of theory: ωB97M-V/def2-TZVPD

Its HOMO-LUMO gap is 10.70 eV. The multiplicity is 1. The net charge is 0. The LUMO energy comes out at 0.62 eV.

Structure (XYZ):
```
22
C7H12O3 ωB97M-V/def2-TZVPD
O 3.2026 0.6541 0.1707
C 3.5653 -0.5058 -0.3164
H 2.9058 -1.3550 -0.0487
O 4.6736 -0.6749 -0.7859
C 8.1532 0.3279 -0.4138
C 8.7490 0.1629 0.9540
C 8.1065 -0.4905 2.2066
C 9.5294 -0.0566 2.6451
C 10.0402 -0.6276 1.2965
C 9.2763 1.2792 1.9005
H 7.8866 -0.6519 -0.8325
H 8.9122 0.7263 -1.1057
H 7.2621 0.0479 2.6606
H 7.9128 -1.5715 2.1507
H 9.9841 -0.1839 3.6355
H 9.9924 -1.7190 1.1690
H 10.9839 -0.2172 0.9084
H 10.1615 1.8336 1.5564
H 8.5252 1.9539 2.3370
H 4.0008 1.3091 0.2391
O 7.0007 1.2555 -0.4426
H 7.2026 2.0720 0.0245
```

=====

The data favor *P*; the next most stable structure lies 1.778 eV above it.

=====

*P*
Formula: CCl3NO
Source: the Open Molecules 2025 dataset
Level of theory: ωB97M-V/def2-TZVPD

Its HOMO-LUMO gap (alpha / beta) is 8.16 / 8.16 eV. The multiplicity is 1. The net charge is 0. The LUMO energy (alpha / beta) comes out at -0.40 / -0.74 eV.

Structure (XYZ):
```
6
CCl3NO ωB97M-V/def2-TZVPD
C -0.6432 -0.0133 0.1050
N 1.6057 -0.5317 -0.0428
O 2.1163 0.3992 -0.4899
Cl -0.9155 -0.0448 1.8107
Cl -1.3780 -1.3287 -0.7440
Cl -0.7854 1.5194 -0.6390
```

=====

*Q*
Formula: CCl3NO
Source: the Open Molecules 2025 dataset
Level of theory: ωB97M-V/def2-TZVPD

Its HOMO-LUMO gap (alpha / beta) is 7.05 / 7.08 eV. The multiplicity is 1. The net charge is 0. The LUMO energy (alpha / beta) comes out at -0.78 / -0.76 eV.

Structure (XYZ):
```
6
CCl3NO ωB97M-V/def2-TZVPD
C -0.5976 -0.2810 -0.3222
N 1.7650 -0.1505 0.5709
O 1.6264 0.9163 0.8628
Cl -1.6983 -1.3662 0.5021
Cl -0.2736 -0.4112 -1.9901
Cl -0.8220 1.2925 0.3765
```

=====

The data favor *P*; the next most stable structure lies 0.852 eV above it.

=====

*P*
Formula: C5H9ClN2O2S
Source: the Open Molecules 2025 dataset
Level of theory: ωB97M-V/def2-TZVPD

Its HOMO-LUMO gap is 8.40 eV. The multiplicity is 1. The net charge is 0. The LUMO energy comes out at -0.61 eV.

Structure (XYZ):
```
20
C5H9ClN2O2S ωB97M-V/def2-TZVPD
C -0.4362 1.2423 0.1437
C -1.0531 -0.1359 -0.1120
C 0.6506 1.5250 -0.8171
C -0.1169 -1.2623 0.3080
C 1.9335 -0.3389 -0.7044
N 1.0515 -1.3844 -0.5584
N 2.7020 0.1069 0.4320
O 3.5442 0.9647 0.2693
O 2.3862 -0.3778 1.5111
S 1.6853 -2.9664 -0.7424
Cl 2.8453 -0.3023 -2.1792
H -1.2092 2.0124 0.0235
H -0.0733 1.3003 1.1718
H -1.9728 -0.2376 0.4657
H -1.2986 -0.2411 -1.1693
H 0.4223 1.4319 -1.8652
H 1.4125 2.2445 -0.5637
H 0.1895 -1.1299 1.3536
H -0.6395 -2.2163 0.2182
H 2.3094 -3.0938 0.4468
```

=====

*Q*
Formula: C5H9ClN2O2S
Source: the Open Molecules 2025 dataset
Level of theory: ωB97M-V/def2-TZVPD

Its HOMO-LUMO gap is 8.95 eV. The multiplicity is 1. The net charge is 0. The LUMO energy comes out at 0.35 eV.

Structure (XYZ):
```
20
C5H9ClN2O2S ωB97M-V/def2-TZVPD
C 2.1521 -0.2535 -0.1875
C 1.2583 0.4603 0.8035
C 1.2743 -0.5903 -1.4554
C 0.0642 -0.3770 1.3051
C -2.5187 -0.2158 0.0085
N -0.0731 -0.2315 -1.4693
N -2.6468 1.0727 0.2334
O -1.6152 1.7549 0.1813
O -3.7132 1.5799 0.5576
S -0.9316 -0.9368 -0.2349
Cl -3.9124 -1.2555 -0.2436
H 3.1719 0.2401 -0.3965
H 2.4205 -1.1306 0.3119
H 1.9263 0.6321 1.7449
H 0.9114 1.3106 0.4574
H 1.6714 -0.3067 -2.3356
H 1.2507 -1.6099 -1.4496
H 0.2882 -1.2060 1.8099
H -0.6405 0.2838 1.8572
H -0.3379 0.7793 -1.4983
```

=====

The data favor *P*; the next most stable structure lies 0.964 eV above it.

=====

*P*
Formula: ArH22O11
Source: the Open Molecules 2025 dataset
Level of theory: ωB97M-V/def2-TZVPD

Its HOMO-LUMO gap is 9.75 eV. The multiplicity is 1. The net charge is 0. The LUMO energy comes out at -0.15 eV.

Structure (XYZ):
```
34
ArH22O11 ωB97M-V/def2-TZVPD
Ar 5.9907 -0.1605 15.1003
O 4.2860 -2.6957 15.3595
H 5.1572 -2.8641 15.0004
H 3.9176 -3.5656 15.5134
O 6.5720 -3.3335 13.8710
H 7.3270 -2.7464 13.8322
H 6.8862 -4.1539 13.4910
O 2.3288 -1.1416 13.7384
H 2.9334 -1.8121 14.0564
H 2.8513 -0.6148 13.1336
O 8.4496 -1.5420 13.1864
H 9.0096 -0.7839 13.3532
H 8.8562 -1.9810 12.4392
O 6.2551 -1.0615 11.3517
H 6.6493 -1.3225 12.1839
H 5.4371 -0.6300 11.5986
O 5.9250 -3.2763 17.8815
H 5.5248 -3.3344 17.0139
H 5.3473 -2.6929 18.3737
O 5.4851 3.0423 16.7687
H 5.3196 3.9683 16.9460
H 5.4964 2.6308 17.6328
O 2.6233 -1.3359 17.0847
H 3.2943 -1.7431 16.5368
H 2.8159 -0.3992 17.0438
O 3.9167 0.1036 12.0291
H 3.8337 0.9600 12.4485
H 3.0730 -0.0357 11.5990
O 8.0857 2.8577 16.2815
H 7.1290 2.8767 16.2555
H 8.3089 3.1948 17.1492
O 3.3782 1.2150 16.1797
H 4.1319 1.7686 16.3835
H 3.0912 1.5089 15.3152
```

=====

*Q*
Formula: ArH22O11
Source: the Open Molecules 2025 dataset
Level of theory: ωB97M-V/def2-TZVPD

Its HOMO-LUMO gap is 9.57 eV. The multiplicity is 1. The net charge is 0. The LUMO energy comes out at -0.75 eV.

Structure (XYZ):
```
34
ArH22O11 ωB97M-V/def2-TZVPD
Ar -0.2360 -0.0674 -0.1718
O -3.4791 -1.2042 -1.6452
H -3.5413 -0.5654 -0.9350
H -3.8417 -0.7521 -2.4070
O 1.2178 3.3010 0.3508
H 1.8172 2.5581 0.2795
H 0.5991 3.0454 1.0349
O -1.0552 2.2635 2.5330
H -1.2664 2.6853 3.3658
H -1.8421 1.7664 2.3094
O 3.1990 -1.5268 -0.0674
H 3.3200 -0.5773 -0.0698
H 2.5238 -1.6844 -0.7273
O -0.1693 -0.3475 3.2455
H -0.8724 -0.9021 2.9075
H -0.4528 0.5455 3.0496
O 1.4647 0.3947 -3.4149
H 2.3833 0.5784 -3.6114
H 1.4710 -0.4857 -3.0394
O 0.3613 2.9636 -2.4016
H 0.5311 2.0581 -2.6612
H 0.5754 2.9901 -1.4690
O -0.9384 -2.9621 -1.7202
H -0.8086 -3.1938 -0.8005
H -1.6832 -2.3609 -1.7133
O 2.5753 -0.9345 2.9066
H 2.6861 -0.8581 1.9589
H 1.7913 -0.4202 3.0988
O 1.6735 -2.2770 -2.3594
H 0.8400 -2.5907 -2.0085
H 1.8140 -2.8005 -3.1484
O -3.3529 0.6915 2.6804
H -3.7060 -0.1749 2.8824
H -3.5985 0.8440 1.7679
```

=====

*R*
Formula: ArH22O11
Source: the Open Molecules 2025 dataset
Level of theory: ωB97M-V/def2-TZVPD

Its HOMO-LUMO gap is 10.62 eV. The multiplicity is 1. The net charge is 0. The LUMO energy comes out at -0.04 eV.

Structure (XYZ):
```
34
ArH22O11 ωB97M-V/def2-TZVPD
Ar 0.1450 0.0610 0.4613
O -2.1056 -1.0780 2.7155
H -2.1232 -0.1306 2.5801
H -1.8444 -1.1849 3.6302
O -1.3858 2.8312 -0.3343
H -1.7338 2.2235 -0.9869
H -1.8220 3.6620 -0.5235
O -1.3841 1.9729 2.6380
H -1.0010 1.9419 1.7614
H -0.7031 2.3661 3.1838
O -1.9068 0.8385 -2.2135
H -1.8636 0.9549 -3.1626
H -1.4528 0.0114 -2.0522
O 0.4045 3.0088 -2.5778
H 0.7293 2.1316 -2.3749
H -0.0484 3.2871 -1.7817
O 3.3038 -0.3545 1.3691
H 3.5613 0.4470 0.9136
H 3.7968 -1.0483 0.9311
O 2.2649 0.8860 -1.8648
H 2.9562 0.7426 -2.5111
H 2.7143 1.2766 -1.1153
O 1.6865 -1.6592 -2.6109
H 0.8202 -2.0528 -2.5065
H 1.5992 -0.7836 -2.2341
O -1.8423 -3.2491 1.0137
H -1.3438 -4.0171 1.2931
H -1.8549 -2.6786 1.7822
O -1.1852 -2.1024 -1.8207
H -1.2359 -2.4323 -0.9235
H -1.8811 -2.5661 -2.2865
O 1.8221 -1.2500 3.4696
H 0.8739 -1.1384 3.5389
H 2.0400 -0.9173 2.5990
```

=====

The data favor *R*; the next most stable structure lies 0.286 eV above it.

=====

*P*
Formula: H12NO4
Source: the Open Molecules 2025 dataset
Level of theory: ωB97M-V/def2-TZVPD

Its HOMO-LUMO gap is 11.33 eV. The multiplicity is 1. The net charge is +1. The LUMO energy comes out at -3.09 eV.

Structure (XYZ):
```
17
H12NO4 ωB97M-V/def2-TZVPD
N 1.6822 -0.8753 0.2321
H 2.0610 -0.6653 1.2502
H 0.9131 -0.1727 0.0026
H 1.3072 -1.8203 0.1882
H 2.3551 -0.7938 -0.5288
H -3.0961 2.6146 -2.8678
H -2.4448 3.5322 -1.8984
O -2.9086 2.6887 -1.9256
H -1.7947 -3.2381 0.0592
H -2.7505 -2.1472 -0.1024
O -1.8377 -2.3587 -0.3329
H 0.2784 0.8492 -1.6391
H -0.8926 1.2604 -0.6028
O 0.0278 0.9837 -0.7286
H 2.5981 0.8104 2.7896
H 2.1753 -0.5658 3.4660
O 2.3268 -0.1021 2.6385
```

=====

*Q*
Formula: H12NO4
Source: the Open Molecules 2025 dataset
Level of theory: ωB97M-V/def2-TZVPD

Its HOMO-LUMO gap is 11.14 eV. The multiplicity is 1. The net charge is +1. The LUMO energy comes out at -3.09 eV.

Structure (XYZ):
```
17
H12NO4 ωB97M-V/def2-TZVPD
N 0.7789 0.1683 0.0574
H 0.3450 -0.3133 -0.7328
H 0.4947 -0.2562 0.9525
H 1.8093 0.2703 -0.0451
H 0.4849 1.1426 0.0132
H -4.3306 0.3420 -0.2903
H -5.3959 -0.4829 -0.9604
O -4.4581 -0.4992 -0.7463
H 0.2913 -1.3710 2.9350
H 1.6235 -0.6944 3.2502
O 0.7394 -0.5188 2.9017
H 4.2546 0.2613 -0.9165
H 4.0754 1.1936 0.2191
O 3.5535 0.6061 -0.3472
H -1.8754 -0.5621 -1.8606
H -1.0982 0.5118 -2.6593
O -1.2925 0.2019 -1.7705
```

=====

The data favor *Q*; the next most stable structure lies 0.304 eV above it.

=====

*P*
Formula: C2H12N2O2
Source: the Open Molecules 2025 dataset
Level of theory: ωB97M-V/def2-TZVPD

Its HOMO-LUMO gap (alpha / beta) is 10.64 / 4.90 eV. The multiplicity is 2. The net charge is +1. The LUMO energy (alpha / beta) comes out at -3.17 / -8.91 eV.

Structure (XYZ):
```
18
C2H12N2O2 ωB97M-V/def2-TZVPD
C 0.6551 0.7854 2.2465
N 0.0752 -0.3702 1.4577
C -0.8882 0.1455 0.4595
N -0.9799 -0.6938 -0.7061
H 1.7381 0.8417 2.2972
H 0.3298 1.7590 1.8890
H 0.1264 0.6774 3.2031
H 0.8958 -0.7818 0.9890
H -0.7215 1.1622 0.0655
H -1.8174 0.2262 1.0483
H -0.0778 -0.7119 -1.1906
H -1.1462 -1.6525 -0.3869
H -2.4201 -0.2095 -2.6962
H -3.8198 -0.8026 -2.8797
O -3.0345 -0.4831 -3.3601
H 4.0640 -0.4273 -0.3436
H 3.7240 0.6095 -1.3069
O 3.2968 -0.0740 -0.7857
```

=====

*Q*
Formula: C2H12N2O2
Source: the Open Molecules 2025 dataset
Level of theory: ωB97M-V/def2-TZVPD

Its HOMO-LUMO gap (alpha / beta) is 11.78 / 5.87 eV. The multiplicity is 2. The net charge is +1. The LUMO energy (alpha / beta) comes out at -3.13 / -8.64 eV.

Structure (XYZ):
```
18
C2H12N2O2 ωB97M-V/def2-TZVPD
C 0.5810 -0.2036 0.9987
C 0.3238 1.3240 1.1491
N 0.2728 1.9194 -0.1395
N 1.5366 -0.4258 -0.0339
H 1.0842 -0.4334 1.9284
H -0.3629 -0.7170 0.7868
H -0.5980 1.5319 1.6811
H 1.1673 1.7332 1.7199
H 1.0595 1.6835 -0.7602
H 0.0642 2.9159 -0.1605
H 1.1798 -0.6169 -0.9715
H 2.0677 -1.2737 0.1777
H -1.4397 0.4632 -1.1898
H -2.8144 -0.1036 -0.7349
O -2.0242 -0.3097 -1.2497
H -0.8435 -2.5261 -0.3229
H -0.9621 -2.3457 -1.7620
O -0.2924 -2.6157 -1.1168
```

=====

The data favor *Q*; the next most stable structure lies 0.826 eV above it.